Entry 1:
Here is a 12-piece molecular cluster, C31H55Cl3F3NO34S5 overall at a distorted geometry from OMol25. Energies are from ωB97M-V/def2-TZVPD.

Relative energy (zero: lowest compared OMol25 entry of this formula, charge and spin)   0.000 eV

XYZ file:
```
132
Properties=species:S:1:pos:R:3:forces:R:3
O -6.181242 1.827494 5.688242 -0.15 0.00 -0.30
H 4.066831 -2.808088 -2.109262 0.36 -0.02 -0.45
N -3.868558 -0.518661 0.405104 -0.63 -0.11 -1.15
H 3.249974 1.945316 5.542652 0.16 -0.20 0.13
H -4.721703 -4.810319 -2.198573 -0.09 -0.05 -0.05
C -5.100923 1.857460 4.756026 1.32 0.50 0.15
O 1.311735 -5.279114 1.711304 -0.08 -0.55 -0.43
C 0.413283 -4.268226 2.213722 0.46 0.54 -0.21
H -3.170960 -0.089709 1.118129 -0.05 0.75 0.38
H -4.605877 2.633059 -6.616262 -0.10 0.08 0.14
H -1.186260 -1.651791 -1.349000 -0.07 0.26 0.09
O 0.658977 -7.453627 0.687825 -0.33 -0.72 0.96
H 0.382143 -0.070306 -0.154514 -0.21 0.44 0.19
H -4.323104 0.013486 3.954003 0.35 -0.32 0.16
H -1.704023 -4.040527 1.979364 -0.09 -0.06 -0.76
H -3.968439 -1.530645 0.483722 0.09 0.19 0.19
O -3.582911 0.722678 -4.097185 0.62 -0.14 -0.02
H -5.287454 2.527367 -4.988624 -0.06 -0.15 0.13
H 0.623950 -4.079359 3.262558 -0.02 -0.35 0.06
F -1.140500 0.342076 4.469013 0.10 -0.11 -0.18
O -1.254903 -0.569771 1.072457 0.52 -0.74 -0.80
O -7.182600 0.140899 7.136139 -0.60 -0.48 -0.09
O -0.791849 -5.408066 0.633119 -0.52 -0.24 -0.43
O 3.282221 -6.122420 -4.741588 0.36 -0.45 0.28
H -1.006888 3.309582 -1.767971 -0.07 -0.03 0.26
O 7.012067 2.213143 3.407186 0.84 -0.62 -0.76
O 4.210412 0.728802 0.574456 -0.98 -0.49 0.30
O -0.151130 4.731250 -0.591764 0.41 0.06 -0.13
H 2.311090 -6.022965 -2.938443 0.08 0.50 -0.05
O -1.321407 6.242024 4.475002 0.12 0.30 -0.24
C 0.064851 -1.855325 -4.434298 -0.30 -0.44 -0.39
O -3.150245 7.547958 4.577100 -0.34 0.44 0.06
H 0.466400 -2.232185 -1.198115 0.01 -0.21 0.17
O 5.042740 1.356397 4.659395 0.47 -0.15 -0.05
H -0.255720 -4.067156 -4.734534 -0.33 0.58 -0.47
H 3.771267 -6.918659 -2.834416 0.22 -0.16 -0.60
O 0.164620 -1.437875 -5.808912 -0.53 -0.45 0.54
H -0.947414 -1.698063 -4.047956 -0.16 0.09 -0.53
C 3.408736 2.665218 3.500234 -0.65 -1.15 -0.24
C -2.511404 6.721377 4.029228 0.54 -0.90 -0.10
H 2.536104 -3.647271 -2.146585 0.01 -0.23 -0.13
H 2.767973 2.258939 2.716136 0.24 0.04 -0.15
C -0.538808 3.350713 -0.785063 -0.05 0.57 -0.05
O 4.702504 2.846463 2.931692 0.27 0.97 -0.53
S 1.397975 4.844797 -0.136170 -3.39 -1.26 0.14
C -4.772469 1.964649 -5.761653 0.47 0.16 -1.18
H 3.816112 -4.105641 -1.022878 -0.21 -0.16 -0.06
C -0.080866 -0.896915 0.385822 0.57 -0.81 -0.75
H 0.198175 -3.479506 -3.200187 0.36 -0.19 -0.10
H -0.448473 1.203905 1.804433 0.05 -0.17 -0.28
C 4.185205 -4.794188 -3.021821 -0.74 0.44 -0.48
C 3.613010 -3.791525 -2.051191 -0.11 -0.05 0.82
S 5.825067 2.614087 4.029991 -1.92 -0.99 0.41
H -1.252392 3.072172 -0.004562 0.20 -0.17 -0.07
C 0.379538 -3.309308 -4.275320 0.18 -0.93 1.27
H -2.953024 3.621227 -4.898117 0.16 0.15 0.16
H -1.222031 -5.552822 2.693357 0.01 -0.34 -0.42
C -2.769401 1.169644 -3.133419 0.43 -0.10 0.37
H 0.805615 1.925554 -1.686059 0.32 0.06 -0.07
C -1.973699 4.971087 2.694149 0.33 -0.62 0.43
O 1.939916 5.991054 -0.702753 1.29 1.06 -1.08
O -5.120554 -0.271300 5.831744 -0.17 -0.10 -0.12
O -2.610414 0.643698 -2.048142 -0.37 0.51 -1.02
H -5.414073 2.061913 3.733818 -0.68 -0.41 0.16
O 3.020152 0.667531 -1.560234 -0.61 0.59 -0.60
C -4.328155 0.513779 4.915232 -0.79 0.50 -0.13
H -4.787914 -0.078563 0.472834 0.15 -0.13 0.33
O 1.350980 4.712559 1.274625 0.89 -0.60 0.81
H 6.162280 0.808846 1.187818 0.00 -0.22 -0.20
C 3.628109 1.573982 4.591156 -0.39 0.94 0.04
C -3.412509 1.489609 -5.326046 0.05 1.28 1.03
C -0.428384 -1.966662 -0.631439 0.02 -0.04 0.09
H 0.699881 4.682410 4.887772 -0.06 0.08 -0.02
Cl -2.645843 -3.787913 -2.302092 0.02 -0.07 -0.07
C 3.336803 -6.040489 -3.316568 -0.49 -0.17 0.71
O -2.100194 2.280510 -3.514148 -0.74 -0.31 0.15
H -0.812648 -2.834550 -0.091341 0.07 -0.16 -0.25
O 5.832007 3.647474 4.978233 -0.07 1.09 0.74
H 0.388212 -0.372847 -2.951500 0.30 0.30 0.11
C -4.204402 -4.269545 -2.978791 -0.19 0.21 0.14
H 3.115503 0.660924 4.313163 0.29 -0.26 0.08
H -1.519572 2.595507 -5.394029 -0.10 0.52 -0.41
H 5.682746 1.520918 -1.733527 0.05 -0.40 -0.29
C -0.954783 -4.828521 1.916093 0.26 0.34 1.52
C -1.238609 0.447452 2.038225 0.71 1.08 0.27
O -2.875940 6.060950 2.895417 0.04 0.08 -0.23
Cl -4.043508 -5.313116 -4.373439 0.10 0.03 -0.02
H 1.405716 -3.612119 -4.490626 0.10 0.44 -0.07
H -5.367430 1.152947 -6.174564 -0.18 -0.09 0.37
O 4.222420 -4.163275 -4.331744 0.70 0.06 0.69
H 5.519473 2.289048 0.537550 0.08 0.05 -0.40
O 1.407105 0.013404 -4.689432 0.75 0.12 0.55
S 0.654927 -6.064766 0.466968 0.34 0.63 0.16
H -2.877620 0.935928 -6.088419 -0.24 -0.64 0.08
H 0.931674 1.898273 0.060260 -0.10 0.13 0.34
O 3.030819 -1.343605 -0.227672 0.12 -0.76 0.72
F 0.707435 -0.006892 3.376133 -0.63 -0.25 0.04
C 1.002273 -0.893758 -3.687740 -1.34 -0.40 0.31
C 0.768681 2.542475 -0.793838 -0.38 -0.25 -0.16
C 0.975716 -0.385570 -5.903719 -0.11 -0.50 1.08
C 3.821537 -5.011133 -5.291776 -0.46 -0.42 2.02
H 0.712971 -1.324231 1.012113 -0.17 0.28 0.34
H -1.783385 4.735033 1.650959 -0.13 0.57 -0.20
H -0.607381 3.551424 4.582061 -0.30 -0.16 0.08
H -2.397346 4.058220 3.130079 -0.07 0.13 0.12
C 5.956805 0.744834 -1.014614 -0.38 0.46 0.43
O -5.082704 1.177059 7.799579 0.69 0.45 0.54
H 5.180179 -5.103770 -2.691130 0.13 0.26 -0.43
H -0.077535 5.989663 2.804000 0.01 0.19 0.30
S 3.683183 -0.164706 -0.631183 2.20 1.38 -0.28
H -3.338274 0.676759 5.322566 0.07 -0.16 -0.07
H -3.557508 -0.318325 -0.562883 0.37 0.05 0.39
H -4.425677 2.691910 4.975494 -0.17 -0.10 0.35
H 1.771134 -1.436070 -3.139389 0.62 0.33 -0.46
O 3.865997 -4.790947 -6.433359 0.14 0.37 -2.34
H 7.003871 0.475548 -1.073267 0.01 -0.08 -0.15
C -2.465196 2.653396 -4.866774 0.07 -1.46 0.19
S -5.940948 0.699797 6.789294 0.21 0.15 -0.70
H 2.899634 3.563136 3.842973 0.70 0.29 0.23
C -0.659973 -0.195045 3.343358 0.35 -0.12 0.16
O 5.172023 -0.446880 -1.177615 -0.63 -0.70 -0.37
O 1.198694 -5.657742 -0.775435 0.05 0.95 -0.29
C 0.036716 4.284029 4.116075 0.64 0.14 0.06
C 5.558917 1.214959 0.374324 0.04 0.19 0.96
F -0.859064 -1.537974 3.407575 0.05 0.36 0.21
C -0.722782 5.403705 3.462193 -0.70 -0.25 -0.11
O 1.821560 3.505759 -0.865617 0.94 0.49 0.03
Cl -5.168897 -2.824164 -3.359371 0.09 -0.13 0.02
O -2.435927 0.966434 2.093329 -1.09 -0.41 0.39
H 0.675473 3.799395 3.378697 -0.17 -0.09 -0.07
O 1.271948 0.139013 -6.902942 0.42 1.10 -1.80
H 0.609748 -3.335599 1.678357 -0.09 -0.14 -0.09
```
Forces are in eV/Å.

---

Entry 2:
Here is a 14-piece molecular cluster, C15H58N16O14 overall at a distorted geometry from OMol25. Energies are from ωB97M-V/def2-TZVPD.

Relative energy (zero: lowest compared OMol25 entry of this formula, charge and spin)   3.857 eV

XYZ file:
```
103
Properties=species:S:1:pos:R:3:forces:R:3
C 1.399614 3.302991 -2.173411 4.26 -3.21 -5.07
N 2.597737 -2.551471 -3.835309 3.39 0.97 -3.82
H 0.122948 -0.768753 1.535328 0.07 -0.24 -2.19
O -0.362508 -3.963269 -0.074390 -1.03 -2.05 4.15
H 3.364185 2.608793 3.341587 -0.50 0.04 -0.25
H -3.160399 1.850542 -2.505679 0.26 -0.10 -0.67
H 0.580576 -3.131280 -1.607921 -0.48 -0.77 0.85
O 3.874618 0.108261 -2.269032 -7.33 0.39 3.22
O 2.187799 2.865670 -3.199617 -3.02 1.51 5.23
H -1.775376 5.691055 -1.729219 0.64 -0.89 1.92
H -0.737467 3.868105 1.734784 -0.12 -0.79 0.61
H 2.591833 -3.754571 0.875062 -1.14 0.66 -0.26
C -1.274101 1.568262 -3.840819 -0.80 -1.75 2.46
H 1.200887 -1.567913 -2.364453 -0.57 -3.04 0.82
H -2.428230 -3.891687 1.528828 0.53 -1.15 -0.66
N -1.203875 5.423209 -0.876354 0.86 4.45 -3.87
H 3.154325 0.165402 0.269364 -0.68 0.26 -0.43
H 3.270489 -3.018326 -4.473829 -0.79 1.10 0.69
H -2.393706 -2.236693 -2.814186 0.11 -0.64 -1.11
H -3.114577 -3.063176 -0.796138 0.20 0.13 0.61
C -0.674790 -4.783329 0.946753 0.06 5.09 -6.44
H 1.841723 1.986157 -0.682962 -1.08 2.76 -0.21
C -3.786310 -2.397328 -0.229536 1.37 -0.21 -1.34
O -2.684739 3.712652 -0.029650 6.03 4.02 0.36
H 1.505938 0.092150 -0.128139 -1.38 -0.47 1.26
H 4.181636 -2.466662 1.223213 1.73 0.72 0.77
H -2.169007 -5.550384 2.147499 0.85 1.71 -1.40
H -0.202373 1.811038 -3.783268 -0.29 1.08 -0.30
O 2.475098 -2.828367 0.582385 -4.26 -1.94 0.56
H -1.755868 1.772158 0.404736 0.56 -0.86 -0.34
H 2.370777 -1.554685 -3.853020 0.87 -0.85 -0.36
C 2.582064 0.202001 -1.678335 8.34 -0.92 -5.26
C 3.743824 -2.528205 0.260334 2.70 1.17 0.89
H 0.943169 1.563109 2.763820 0.08 -0.63 -0.83
H 3.083931 3.992456 2.385399 0.88 1.39 -1.25
H 0.340252 4.832366 0.828628 -0.99 0.07 -0.01
H -4.407315 1.486374 1.288768 -0.61 -0.38 -1.16
N 1.589971 -1.558499 2.786416 -6.53 -5.75 -0.79
H 1.380420 0.132172 -3.350527 0.33 0.49 0.77
N -1.053394 1.042865 0.643424 -1.24 1.29 -0.01
C 2.601731 3.137280 2.732156 0.05 -1.64 0.64
N 1.139072 -2.674042 -2.280871 -0.78 3.32 0.98
N -1.216536 1.154854 4.769977 -2.71 -0.96 3.81
O -1.233151 -0.353589 -1.315868 1.65 1.36 4.87
H -4.739220 -2.687105 -0.604198 -1.20 0.31 -0.04
O 2.163048 -4.739027 -2.935098 -0.18 7.01 -0.22
C -0.796036 -0.078391 -0.066964 -5.25 2.60 -6.66
H -1.527487 1.161083 -5.722731 -0.38 0.57 0.60
O -0.980156 2.996319 3.173598 1.28 -6.26 3.94
H 0.642777 3.320204 -0.262356 1.12 -1.08 -1.03
H -3.383031 0.172879 2.042133 0.07 -0.08 -0.54
N 2.394973 0.381433 -0.401863 2.64 0.58 2.36
H 0.335443 -1.764251 0.028120 -1.01 1.45 0.97
O -4.672409 1.201898 3.216566 -1.97 -0.25 1.43
H -4.243184 1.435020 4.034280 0.41 0.15 0.01
O -3.654189 -2.634918 1.149261 0.16 -0.12 1.04
H 1.689354 -2.019771 1.870384 0.22 -0.20 -0.23
C -3.842474 1.160535 2.123867 0.19 -0.68 0.09
O -1.912510 1.779470 -5.066919 0.39 -0.13 -1.11
H 3.386232 0.211506 4.551483 0.28 0.25 0.21
O 3.458928 -0.341958 2.135937 -4.83 -1.81 4.80
H -3.108445 1.890957 2.190913 1.79 1.27 0.20
H 3.860875 -1.585184 -0.241187 0.10 -0.16 -0.63
H -0.854818 0.283641 5.132699 0.09 0.26 -0.33
C -0.664800 1.733577 3.763115 -2.27 7.19 -3.28
H 0.534963 0.146568 -1.854905 -0.03 0.06 -0.44
H -0.203776 5.899843 -0.908851 -3.13 -1.28 0.49
O -0.786391 -2.338377 -4.182422 -1.28 0.55 -1.11
N 0.030774 -0.845280 0.484531 4.06 -5.63 3.81
H -0.059970 -2.591882 -3.608829 -0.20 -0.28 0.43
N 1.415247 2.981716 -0.879451 1.73 -2.77 2.22
H -0.669264 1.150878 1.590750 -0.28 -0.26 -1.19
H -1.958447 1.507804 5.355482 0.06 0.56 -0.51
N -1.861109 -4.780289 1.473244 -3.86 -0.30 3.20
H -1.635572 1.928020 -1.733533 0.57 -0.33 0.62
H 4.163263 -3.382079 -0.167787 1.10 -0.88 -1.75
H 2.024160 -0.759435 5.113673 1.11 0.52 -1.19
H -2.072163 3.298123 -2.675561 -0.49 -1.13 -0.24
O 2.087032 2.257460 1.688237 0.76 1.60 0.72
C -1.513871 4.499909 0.006480 -6.98 -3.61 -0.37
H 1.084828 -5.620491 0.720786 -2.05 -0.51 1.06
H -1.194238 0.482693 -3.606153 -0.55 0.24 -0.32
H 0.921896 -2.063825 3.468796 1.90 1.20 -1.30
H 1.835298 3.555245 3.397871 -0.39 -0.70 -0.31
H -3.463214 -1.392133 -0.509607 -0.37 0.02 0.02
N 1.437939 0.034409 -2.330902 -1.19 0.38 -2.19
H 0.561499 0.003273 3.478020 -1.52 3.02 -0.35
H 0.034458 -6.416389 1.955510 0.05 0.50 -0.39
C 2.023460 -3.313450 -2.993406 -0.79 -9.39 1.57
H -3.870634 -1.841863 1.649829 -0.12 -0.04 -0.19
C 2.495782 -0.768753 3.078763 9.78 4.72 -3.00
H 2.640414 2.354261 0.879199 -0.49 -0.04 0.95
N 2.616504 -0.384594 4.337930 -0.63 0.24 2.43
H -0.349437 4.327837 -1.767855 1.76 -1.07 -1.69
N 0.178515 -5.665643 1.283575 5.39 -3.16 0.37
N -0.582662 4.389256 0.893366 2.46 -0.55 2.34
H -1.823771 -3.888679 -3.361608 -0.23 0.11 0.42
C -2.121124 2.167412 -2.646132 1.07 1.66 -1.52
H -2.767946 -3.008411 -4.510960 0.61 0.80 0.61
C -2.025791 -2.859417 -3.685837 0.52 -0.34 0.35
H 0.192898 4.252597 -3.445841 0.63 -0.29 1.40
N 0.209981 0.991441 3.186876 4.21 -2.90 -1.29
N 0.426702 4.086638 -2.440245 -4.33 3.66 -2.70
```
Forces are in eV/Å.

---

Entry 3:
Here is an isolated ion of composition C15H28N3O2S and charge +1 from OMol25. Energies are from ωB97M-V/def2-TZVPD.

Structure (SMILES)   CCC[NH+](CCC)CCSc1nc(O)c(C(C)C)c(=O)[nH]1
Relative energy (zero: lowest compared OMol25 entry of this formula, charge and spin)   0.185 eV
Total charge   +1

XYZ file:
```
49
Properties=species:S:1:pos:R:3:forces:R:3
N 1.839080 1.688690 -2.424066 -0.08 0.12 -0.18
C -3.336064 1.314060 1.438545 0.12 -0.11 0.13
H -2.446655 -2.455034 -1.426733 -0.13 -0.04 -0.02
C 2.859090 0.755292 -0.454200 0.09 -0.14 0.24
C -1.842039 0.044515 -2.668830 0.44 0.36 0.11
C -3.521617 0.708261 2.826670 -0.10 0.08 -0.15
H -1.577552 1.950327 0.339949 0.06 -0.13 -0.08
C -0.470414 -2.848089 -0.642527 -0.18 -0.09 -0.07
H -0.340453 -3.762642 -1.214008 0.06 -0.08 -0.06
C -2.237807 -1.354035 0.431970 -0.22 -0.68 0.06
O 4.029638 2.095881 -2.035774 0.25 0.15 -0.12
H 4.886534 1.117180 -0.115592 -0.13 -0.09 0.07
H -3.474636 2.392463 1.522247 -0.01 -0.01 -0.13
H 4.602288 -1.333995 -0.438390 0.00 -0.11 -0.04
H -2.975728 1.310841 -1.365231 0.00 -0.12 0.09
H 1.924374 2.246193 -3.267755 0.02 -0.11 0.07
H -2.776321 1.100348 3.513749 0.08 0.01 0.10
H -1.244539 0.803629 1.634853 0.07 -0.06 -0.13
C 3.026756 1.553954 -1.652584 -0.40 -0.14 0.12
C 0.679304 1.120946 -2.085353 -0.18 -0.20 0.22
H -2.517151 -0.001949 -3.523471 0.03 -0.03 0.02
C 1.629609 0.231140 -0.188720 0.54 0.45 -0.51
H -3.546935 -0.356799 -1.434899 0.06 0.03 0.09
H -4.502157 0.971863 3.212653 -0.08 -0.02 0.10
H 5.485275 -0.924397 1.027527 0.06 -0.09 0.10
H 0.011143 -2.981359 0.322275 0.10 0.00 0.08
H -4.114634 0.946426 0.769209 -0.07 0.07 -0.10
C 4.513158 -0.877033 0.544324 0.09 0.28 -0.16
H 4.867261 1.224872 2.314638 0.05 -0.01 0.14
S -0.703335 1.411602 -3.121868 -0.19 -0.02 -0.22
H -3.298146 -1.337667 0.692582 0.06 0.14 0.05
H -1.253912 -0.868974 -2.634548 -0.07 -0.10 -0.06
H -0.835525 -0.043254 -0.468693 -0.49 0.04 0.09
C -2.651823 0.268711 -1.397042 -0.33 0.10 -0.45
H 3.641963 2.303570 1.657464 -0.05 0.08 0.07
O 1.298458 -0.487575 0.897985 0.09 -0.05 0.04
H 0.042830 -2.047651 -1.168245 0.10 0.04 -0.04
N 0.546951 0.400846 -1.010988 0.18 -0.02 0.05
C 4.087094 0.589062 0.413622 -0.07 -0.05 0.08
H -2.412534 -3.422633 0.032417 -0.12 0.06 -0.04
C -1.948906 1.052501 0.838428 -0.17 0.50 0.32
H -1.651052 -1.454429 1.346774 -0.06 0.11 0.02
H 3.169972 0.775834 2.404553 -0.08 -0.03 0.12
H 2.085916 -0.626722 1.443728 -0.09 0.02 -0.03
H -3.445311 -0.375178 2.817143 0.02 -0.13 0.04
H 3.821341 -1.474006 1.138179 -0.06 -0.13 0.08
C -1.955933 -2.561571 -0.458555 0.22 0.17 0.10
N -1.888091 -0.043976 -0.164741 0.39 -0.06 0.07
C 3.921238 1.259961 1.781330 0.16 0.04 -0.28
```
Forces are in eV/Å.

---

Question: Which value of relative energy (zero: lowest compared OMol25 entry of this formula, charge and spin) does entry 2 give?
Answer: 3.857 eV

---

Question: Which value of relative energy (zero: lowest compared OMol25 entry of this formula, charge and spin) does entry 2 give?
Answer: 3.857 eV

---

Question: The highest relative energy (zero: lowest compared OMol25 entry of this formula, charge and spin) belongs to which entry?
Answer: C15H58N16O14